Entry 1:
ORCA calculation (wB97M-V/def2-TZVPD) on a molecular structure, C2H10MgNO8 at a distorted geometry.

```
22
Properties=species:S:1:pos:R:3:forces:R:3
Mg -21.48215 20.56568 28.97660 -0.8 -1.6 -0.6
O -21.57393 19.78110 30.77700 1.6 0.2 -0.8
O -23.51131 20.00079 28.24649 -0.2 0.1 0.0
O -23.72963 19.33498 26.17530 0.0 0.3 0.7
O -19.65642 21.49392 29.34475 0.8 0.7 0.2
O -25.47443 19.87025 27.33648 0.6 -0.2 0.3
O -20.69884 18.96579 28.08963 -0.3 0.2 0.8
O -22.57968 22.20139 29.71592 0.0 0.9 0.3
O -21.31007 21.68169 27.12650 0.0 0.6 -0.4
N -24.23519 19.71744 27.25667 -0.3 0.3 -1.0
C -20.45710 18.08745 29.14670 0.8 1.6 0.2
C -21.27231 18.42357 30.45015 -2.1 0.0 0.0
H -20.90041 17.90139 31.34515 0.4 -0.2 -0.2
H -19.10529 21.17142 30.06825 -0.4 -0.3 0.0
H -19.37959 18.19166 29.40918 0.2 -0.3 0.2
H -22.79728 22.23345 30.65506 0.1 -0.5 -0.1
H -21.45622 21.25608 26.27009 -0.2 -0.5 0.4
H -20.87876 22.51774 26.92932 0.0 -0.1 0.0
H -22.29701 18.05226 30.26901 0.2 -0.8 -0.1
H -20.60112 17.03802 28.84840 -0.3 -0.1 0.3
H -23.00982 22.96549 29.32101 -0.1 -0.3 -0.2
H -19.32350 22.37372 29.14060 -0.1 -0.1 0.0
```
Forces are in eV/Å.

Computed properties:
- strongest force on any atom (hartree/bohr) = 0.042
- lowest unoccupied orbital energy (eV) = 2.0
- charge = -1

=====

Entry 2:
ORCA calculation (wB97M-V/def2-TZVPD) on 2 unconnected molecules or ions with the total composition C2H10N2O at a distorted geometry.

```
15
Properties=species:S:1:pos:R:3:forces:R:3
O 3.07355 -0.80361 0.26350 -0.8 0.2 0.3
N 0.05100 -1.55683 -0.49453 -0.4 0.0 0.1
N -1.58202 1.76350 0.17268 0.0 0.6 -0.5
C -0.66362 -0.50724 0.28762 -0.2 -0.3 -0.4
C -0.58754 0.85364 -0.37428 0.6 -0.3 -0.2
H 3.26204 -0.69355 1.20939 -0.2 0.1 -0.3
H -1.28569 2.13823 1.07096 0.2 -0.2 0.1
H -1.70997 -0.79476 0.39928 -0.1 0.2 0.2
H -0.15493 -1.40606 -1.47877 0.1 0.2 0.0
H 2.08773 -0.69040 0.19694 1.1 -0.4 0.0
H -0.72491 0.78132 -1.45712 -0.4 -0.2 0.1
H -0.44036 -2.43343 -0.30067 0.5 0.1 0.1
H -1.58546 2.58300 -0.44708 -0.1 -0.2 0.2
H -0.20492 -0.41627 1.27589 -0.1 -0.2 0.1
H 0.46511 1.18245 -0.32382 -0.2 0.3 0.3
```
Forces are in eV/Å.

Computed properties:
- strongest force on any atom (hartree/bohr) = 0.022
- lowest unoccupied orbital energy (spin up / spin down) (eV) = 4.2 / 4.3
- charge = -1
- multiplicity = 2
- energy above the lowest of the compared OMol25 structures with the same formula, charge and spin (kcal/mol) = 5.8

=====

Entry 3:
ORCA calculation (wB97M-V/def2-TZVPD) on 2 unconnected molecules or ions with the total composition C2H10N2O at a distorted geometry.

```
15
Properties=species:S:1:pos:R:3:forces:R:3
O 3.13689 -0.77068 -0.45901 1.8 -1.5 -4.6
N -0.01821 1.86140 -0.52500 2.4 1.5 6.1
N -1.00705 -0.24477 0.74663 0.0 1.5 -0.3
C 0.15435 0.55449 0.30241 -0.7 -1.4 -3.6
C -1.71984 -1.20291 -0.12340 1.3 0.2 0.1
H -1.06530 -2.08663 -0.06648 -0.4 0.1 -0.8
H -0.67850 1.74734 -1.23127 -1.6 0.3 -0.9
H -1.54342 0.43246 1.27876 -0.8 -0.6 -0.2
H -0.05521 2.79738 0.18074 -0.6 -3.5 -3.0
H 0.70688 0.57346 1.22356 0.8 1.2 0.0
H 3.43723 0.03497 -0.18051 1.0 3.1 1.3
H 2.60360 -1.14753 0.14630 -2.7 -1.7 3.3
H -2.61655 -1.49990 0.35914 -0.9 -0.1 0.6
H -2.01379 -0.95670 -1.17157 0.6 0.3 0.6
H 0.67892 -0.09236 -0.48030 -0.3 0.6 1.4
```
Forces are in eV/Å.

Computed properties:
- strongest force on any atom (hartree/bohr) = 0.131
- lowest unoccupied orbital energy (eV) = 1.0
- charge = 0
- energy above the lowest of the compared OMol25 structures with the same formula, charge and spin (kcal/mol) = 48.6

=====

Entry 4:
ORCA calculation (wB97M-V/def2-TZVPD) on 2 unconnected molecules or ions with the total composition C2H10N2O.

```
15
Properties=species:S:1:pos:R:3:forces:R:3
O 3.48980 0.71617 -0.48352 -0.3 0.1 0.0
N -2.13013 0.02484 1.20846 0.5 -0.3 0.3
N -0.40137 -0.85998 -0.27513 -0.1 -0.1 0.3
C -0.75468 -0.41124 1.08210 0.0 0.0 -0.6
C -0.43249 0.18945 -1.28099 0.1 -0.8 -0.2
H 0.52320 -1.28433 -0.25733 -0.2 0.0 0.0
H -0.58983 -1.27876 1.72229 0.1 0.2 0.2
H 2.77785 0.92696 0.13881 0.4 -0.2 -0.1
H 0.23490 1.00167 -1.02886 0.3 0.6 -0.1
H -0.12351 0.43357 1.40509 0.0 -0.1 0.1
H -2.73419 -0.65823 0.77371 -0.2 0.1 -0.1
H -0.14352 -0.25055 -2.23843 0.2 0.2 0.1
H -2.24544 0.93057 0.78884 -0.3 0.1 -0.2
H -1.43908 0.55739 -1.43053 -0.2 0.2 0.2
H 3.96848 -0.03753 -0.12452 -0.1 0.1 0.1
```
Forces are in eV/Å.

Computed properties:
- strongest force on any atom (hartree/bohr) = 0.016
- lowest unoccupied orbital energy (eV) = 0.7
- charge = 0
- energy above the lowest of the compared OMol25 structures with the same formula, charge and spin (kcal/mol) = 11.0

=====

Entry 5:
ORCA calculation (wB97M-V/def2-TZVPD) on 3 unconnected molecules or ions with the total composition C2H10N2O2 at a distorted geometry.

```
16
Properties=species:S:1:pos:R:3:forces:R:3
O -1.03879 3.44196 3.13014 0.0 0.1 -0.2
O -0.25251 -1.44523 -3.46029 0.2 -0.2 -0.4
N 1.46340 -2.16040 0.34545 0.0 0.0 0.7
N -0.13976 -0.77238 -0.57093 -0.3 -0.6 -0.7
C 0.79253 -0.95733 0.24829 0.8 0.4 -0.8
C -0.60483 0.57087 -0.76530 -0.2 1.0 1.0
H -1.05419 0.74929 -1.73678 -0.2 -0.4 -0.2
H -0.80951 4.30091 3.53987 -0.2 -0.4 0.1
H -1.47931 2.90390 3.81620 0.2 0.3 0.0
H -1.34350 0.79082 0.01781 -0.1 0.2 -0.3
H -0.19267 -2.40034 -3.33049 -0.1 0.3 0.1
H 0.27172 -1.08403 -2.73376 -0.3 -0.1 0.3
H 2.06350 -2.18645 1.15882 -0.1 -0.2 0.0
H 0.17609 1.34054 -0.65901 0.0 -0.2 0.1
H 0.86773 -2.96908 0.25627 0.1 -0.1 -0.1
H 1.28009 -0.12305 0.74372 0.1 0.1 0.4
```
Forces are in eV/Å.

Computed properties:
- strongest force on any atom (hartree/bohr) = 0.027
- lowest unoccupied orbital energy (spin up / spin down) (eV) = 3.4 / 3.4
- charge = -1
- multiplicity = 2
- energy above the lowest of the compared OMol25 structures with the same formula, charge and spin (kcal/mol) = 10.8

=====

Entry 6:
ORCA calculation (wB97M-V/def2-TZVPD) on 3 unconnected molecules or ions with the total composition C2H10N2O2 at a distorted geometry.

```
16
Properties=species:S:1:pos:R:3:forces:R:3
O 1.47654 1.29470 -6.30493 -0.6 -0.3 -1.0
O -3.94595 -0.64044 0.05913 0.8 -1.3 -0.6
N 1.96094 1.21481 2.33288 1.0 -0.7 0.6
N 0.89152 -0.82039 2.04579 -1.3 -0.2 0.3
C -0.44279 -1.42420 1.85350 -0.3 0.6 0.2
C 1.03360 0.53611 1.82510 -0.4 0.3 0.4
H 2.03775 2.19372 2.13266 -0.5 0.3 -0.4
H -0.92776 -1.63084 2.81496 0.5 -0.6 0.0
H 0.80282 0.63304 -6.11076 0.1 -0.1 0.6
H -3.57538 -1.53663 -0.13260 -0.6 0.9 0.6
H 0.20602 0.93875 1.24313 0.0 0.1 -0.5
H 1.20092 -1.15189 2.94799 0.9 0.4 -0.1
H -3.72474 -0.20578 -0.77130 -0.2 0.4 0.0
H -0.30550 -2.29631 1.22794 -0.5 -0.3 0.0
H 1.30575 1.36780 -7.26210 0.5 0.4 0.4
H -1.22667 -0.76330 1.45766 0.7 0.2 -0.6
```
Forces are in eV/Å.

Computed properties:
- strongest force on any atom (hartree/bohr) = 0.031
- lowest unoccupied orbital energy (eV) = 0.6
- charge = 0
- energy above the lowest of the compared OMol25 structures with the same formula, charge and spin (kcal/mol) = 26.0

=====

Entry 7:
ORCA calculation (wB97M-V/def2-TZVPD) on 3 unconnected molecules or ions with the total composition C2H10N2O2 at a distorted geometry.

```
16
Properties=species:S:1:pos:R:3:forces:R:3
O -0.91344 1.59060 -1.15782 0.1 0.2 -0.6
O -1.21595 -1.07983 -3.63554 -0.1 0.5 0.3
N 1.62393 0.84890 0.19363 0.8 -0.2 0.0
N -0.44715 -1.13620 2.57142 0.0 0.2 0.2
C 0.42116 -0.79444 1.56577 1.1 0.0 -0.5
C 1.00083 0.39506 1.39631 -1.1 0.6 0.5
H -0.71828 -0.68925 -2.90390 0.1 -0.2 0.0
H 0.00933 1.59846 -0.84215 -0.3 -0.3 0.2
H 2.29252 1.57826 0.41353 0.0 0.1 0.0
H -1.47400 1.28419 -0.44457 0.2 -0.1 0.3
H -0.77248 -2.06604 2.70992 0.0 -0.2 0.0
H -0.79858 -0.41761 3.17230 -0.1 0.0 0.1
H 0.75402 -1.57636 0.88826 -0.5 -0.2 0.0
H -1.87832 -0.38951 -3.76710 -0.1 -0.2 -0.2
H 2.19146 0.10934 -0.21777 -0.3 0.0 -0.1
H 0.75485 1.20014 2.09661 0.1 -0.1 -0.2
```
Forces are in eV/Å.

Computed properties:
- strongest force on any atom (hartree/bohr) = 0.026
- lowest unoccupied orbital energy (eV) = 0.8
- charge = 0
- energy above the lowest of the compared OMol25 structures with the same formula, charge and spin (kcal/mol) = 19.9

=====

Entry 8:
ORCA calculation (wB97M-V/def2-TZVPD) on 3 unconnected molecules or ions with the total composition C2H10N2O2 at a distorted geometry.

```
16
Properties=species:S:1:pos:R:3:forces:R:3
O 0.42045 2.15168 1.41958 1.0 0.5 -0.5
O 0.32218 3.78728 -1.07251 -0.5 0.0 0.1
N 0.44640 -1.41993 0.70719 0.3 1.6 0.6
N 0.31915 -1.66641 -1.62827 0.2 0.9 0.0
C 0.87195 -1.18494 -0.45974 0.1 -1.3 -0.3
C -0.87764 -1.90957 0.95093 -0.7 -0.2 -0.7
H 0.42699 3.12011 -0.38498 0.5 -0.2 0.3
H 0.77837 -1.41565 -2.48721 -0.1 -0.3 0.0
H 0.32534 1.27549 1.04410 -0.3 -0.5 0.3
H -0.16733 -2.53558 -1.58954 -0.3 -0.2 -0.1
H -1.27275 -1.52229 1.88972 0.4 -0.5 0.4
H -0.53635 4.14330 -0.81135 0.1 0.2 -0.3
H -1.63854 -1.54634 0.23435 0.4 -0.2 -0.3
H -0.36134 2.40781 1.89162 -0.6 -0.2 0.3
H -0.88205 -3.00365 0.90707 -0.3 0.0 0.4
H 1.82519 -0.68132 -0.61096 0.0 0.2 0.2
```
Forces are in eV/Å.

Computed properties:
- strongest force on any atom (hartree/bohr) = 0.034
- lowest unoccupied orbital energy (eV) = 0.6
- charge = 0
- energy above the lowest of the compared OMol25 structures with the same formula, charge and spin (kcal/mol) = 16.0

=====

Entry 9:
ORCA calculation (wB97M-V/def2-TZVPD) on 2 unconnected molecules or ions with the total composition C2H10N2P at a distorted geometry.

```
15
Properties=species:S:1:pos:R:3:forces:R:3
P -1.69030 -0.20812 -0.02216 0.1 -0.4 0.0
N -0.03972 -2.37422 -0.00135 -0.4 -4.9 -1.1
N 2.02093 0.83607 -0.25435 1.2 -0.7 1.7
C -0.29179 -1.15190 0.42234 -0.9 0.6 0.3
C -1.36839 1.50877 0.36213 0.4 0.4 -0.7
H -0.27810 1.59334 0.20887 -0.1 -0.1 0.5
H 2.80633 0.25024 -0.56393 -0.4 0.2 0.2
H -1.70936 1.91385 1.31894 0.1 -0.5 -0.1
H 1.77135 1.35361 -1.03875 -0.6 1.1 -1.9
H -1.90144 -0.51508 -1.39139 -0.1 0.4 -0.1
H -1.78942 2.09906 -0.44279 -0.5 0.1 -0.1
H 2.45413 1.53760 0.35673 -0.1 -0.4 0.0
H 0.37659 -3.20488 0.55529 -0.6 2.4 -0.8
H 0.32173 -0.86074 1.18178 1.4 1.4 1.9
H -0.68253 -2.77763 -0.69135 0.4 0.2 0.2
```
Forces are in eV/Å.

Computed properties:
- strongest force on any atom (hartree/bohr) = 0.097
- lowest unoccupied orbital energy (spin up / spin down) (eV) = -3.0 / -7.4
- charge = +1
- multiplicity = 3
- energy above the lowest of the compared OMol25 structures with the same formula, charge and spin (kcal/mol) = 0.0

=====

Entry 10:
ORCA calculation (wB97M-V/def2-TZVPD) on a gas-phase ion, C2H10N3 (charge +1) at a distorted geometry.

```
15
Properties=species:S:1:pos:R:3:forces:R:3
N 1.99965 0.40617 -0.84346 0.7 0.1 0.2
N 0.27369 -0.68063 0.37030 -0.6 0.7 1.0
N -2.04189 0.12507 0.28083 0.1 0.2 0.0
C -0.91017 0.08380 1.09974 0.7 -0.3 -2.0
C 0.69910 -0.08942 -0.96686 -0.2 0.1 0.2
H 0.56689 -0.87864 -1.68717 -0.1 -0.1 -0.4
H 2.11754 1.37908 -1.06903 0.1 0.0 -0.1
H 1.05898 -0.49938 0.99857 0.3 -0.5 -0.2
H 0.04148 0.74617 -1.15387 -0.5 -0.1 -0.2
H -0.45514 1.05267 1.22657 0.0 0.3 0.6
H 0.04845 -1.67196 0.34359 0.1 -0.1 -0.1
H -2.23921 1.05744 -0.04405 -0.4 -0.1 -0.1
H -1.06343 -0.50950 1.95894 0.0 -0.2 1.3
H -2.83444 -0.34383 0.68264 -0.3 0.1 -0.2
H 2.73850 -0.17704 -1.19673 0.1 0.1 -0.1
```
Forces are in eV/Å.

Computed properties:
- strongest force on any atom (hartree/bohr) = 0.041
- lowest unoccupied orbital energy (eV) = -3.1
- charge = +1
- energy above the lowest of the compared OMol25 structures with the same formula, charge and spin (kcal/mol) = 25.5

=====

Entry 11:
ORCA calculation (wB97M-V/def2-TZVPD) on 2 unconnected molecules or ions with the total composition C2H10N3 at a distorted geometry.

```
15
Properties=species:S:1:pos:R:3:forces:R:3
N -1.29912 0.67482 0.81342 -0.6 -1.0 -0.1
N 1.72444 -1.19597 -0.87929 -0.7 -0.4 -1.4
N 1.40292 0.86120 0.08814 0.9 -0.7 -1.0
C 2.16383 -0.11254 -0.33148 0.4 -0.5 2.5
C -2.20268 -0.16343 -0.07015 -3.2 2.3 4.2
H -2.85220 0.48820 -0.71833 0.4 -0.8 0.9
H -1.56663 1.61363 0.69324 -0.2 1.7 -0.6
H 0.78058 -1.12114 -1.30030 1.0 -1.2 0.2
H 0.34677 0.68370 0.08379 0.6 1.0 1.0
H 1.94848 1.48095 0.67234 -1.0 0.6 0.1
H -1.62138 0.55696 1.77726 0.6 -0.4 -0.2
H 3.16113 -0.27964 0.07427 0.2 1.0 -0.3
H 2.42401 -1.94484 -0.95126 -1.3 0.2 -0.6
H -1.63143 -0.72172 -0.65939 2.2 -2.6 -2.5
H -2.77872 -0.82020 0.70774 0.6 1.0 -2.2
```
Forces are in eV/Å.

Computed properties:
- strongest force on any atom (hartree/bohr) = 0.111
- lowest unoccupied orbital energy (eV) = -3.3
- charge = +1
- energy above the lowest of the compared OMol25 structures with the same formula, charge and spin (kcal/mol) = 35.3

=====

Entry 12:
ORCA calculation (wB97M-V/def2-TZVPD) on 2 unconnected molecules or ions with the total composition C2H10N3O at a distorted geometry.

```
16
Properties=species:S:1:pos:R:3:forces:R:3
O -0.78212 -0.81133 1.03472 -0.2 0.6 0.1
N 1.38746 -1.80431 0.03130 -0.3 0.2 -0.4
N -1.69200 0.97844 0.18641 -5.1 0.5 0.7
N 2.55731 -1.03547 0.35501 -0.1 0.1 -2.6
C -0.68247 0.25945 0.31750 3.0 -1.6 0.0
C -1.85413 2.17289 -0.68634 -0.1 -1.9 -2.6
H -1.30587 1.98198 -1.65644 -0.1 0.1 1.2
H -2.52727 0.47286 0.70927 1.6 2.0 -1.4
H 1.58230 -2.79578 0.09570 0.0 -0.2 0.2
H 1.12167 -1.66430 -1.00312 0.9 0.1 2.1
H 2.86184 -0.76132 1.25663 -1.2 -0.3 1.5
H 3.33105 -1.50248 -0.04340 1.1 -0.2 -0.6
H 0.06583 -1.34872 0.94259 0.5 -0.2 -0.6
H -2.87866 2.28886 -1.10202 0.4 -0.1 1.2
H 0.27012 0.53314 -0.18643 -0.5 -0.3 0.4
H -1.45504 3.03608 -0.25139 0.2 1.2 0.9
```
Forces are in eV/Å.

Computed properties:
- strongest force on any atom (hartree/bohr) = 0.100
- lowest unoccupied orbital energy (eV) = -3.3
- charge = +1
- energy above the lowest of the compared OMol25 structures with the same formula, charge and spin (kcal/mol) = 72.6